A single C5H12S2 molecule at a distorted geometry, computed with the ωB97M-V functional and the def2-TZVPD basis.

Positions of all 19 atoms, in Å:
1 H 1.04735 1.70174 -1.83453
2 H -2.44802 -1.56947 2.45493
3 C -1.71063 -0.07897 0.64788
4 H 2.99377 0.23437 -0.69769
5 H -1.91781 0.31376 -0.26377
6 H -0.08293 1.88585 1.17933
7 H -0.27952 0.21894 -2.15958
8 C 2.12958 -0.51404 -0.50951
9 H -1.59777 0.81461 1.26790
10 H -0.71510 -1.71115 -0.27796
11 C 0.26672 1.00509 -1.50745
12 H -0.58600 1.58667 -1.31776
13 H 2.18619 -1.25228 -1.28274
14 H -0.04669 -1.23385 1.36444
15 H 2.29988 -1.05361 0.46709
16 C -0.45384 -0.90111 0.48208
17 C 0.81048 0.20477 -0.33446
18 S 1.22987 1.44515 1.01544
19 S -3.12553 -1.09646 1.30635

LUMO level (spin up / spin down) = 0.7 / -4.4 eV
<S²> = 2.01
relative energy (zero: lowest compared OMol25 entry of this formula, charge and spin) = 60.6 kcal/mol
2S+1 = 3
electronic energy = -993.79205 a.u.


A single C16H27N3O4S2 molecule at a distorted geometry, computed with the ωB97M-V functional and the def2-TZVPD basis.

Positions of all 52 atoms, in Å:
1 C -2.96874 -0.31288 2.36133
2 H 3.31326 2.74818 -0.71012
3 H 1.01226 -1.50791 1.62814
4 H -3.80435 0.19547 2.77136
5 H 0.00515 2.00486 1.45419
6 C -2.83625 1.10115 0.43528
7 C -0.44234 -3.61116 0.15723
8 H -4.42241 -2.03197 2.52331
9 C 3.06271 -1.98091 -0.67831
10 C 0.72981 2.10678 -0.58019
11 H -2.88043 -2.16280 1.33291
12 C 3.14657 1.49150 -0.69447
13 H 0.40690 0.51802 1.08829
14 H -0.54309 3.82917 -2.26328
15 N -0.67091 1.89175 -1.28286
16 H -2.29822 2.07380 0.43032
17 C 1.47017 -2.14698 0.74436
18 H 1.85908 1.66494 -2.39087
19 H 2.16736 3.00794 1.74487
20 C -2.61702 0.31492 -1.05975
21 S 3.69543 -0.19953 1.26052
22 H -0.39483 2.26489 -3.38017
23 H -2.46475 -0.49210 3.10866
24 H -1.10845 0.13802 -2.33049
25 O 4.98234 -0.39637 0.47461
26 C 0.71621 1.58785 0.73046
27 C -0.78055 2.55622 -2.42353
28 C -3.65714 -1.56109 1.81495
29 C 1.86055 1.28718 -1.54316
30 N -0.68884 -4.31823 -0.99914
31 C 2.70330 -1.36151 0.37336
32 H 4.02426 1.17113 -1.10624
33 C 1.01166 -2.85684 -0.13029
34 H 4.02446 -1.96642 -1.38682
35 C 2.06668 1.80481 1.54850
36 S 1.98801 -2.97804 -1.71361
37 H -4.33310 -1.26204 0.84743
38 H -3.03321 -0.63224 -0.85551
39 H 0.83331 3.05136 -0.63021
40 O -2.11000 0.53283 1.49785
41 H -1.52639 -4.90751 -0.83742
42 H -0.12388 -4.64935 -1.85072
43 H -1.86112 2.43714 -2.75827
44 N 3.26888 1.34923 0.64355
45 H 2.24896 1.37573 2.63709
46 O 3.44311 -0.29201 2.71160
47 H -0.68950 -0.25595 -0.50643
48 O -1.04128 -3.41934 1.07875
49 H 1.62433 0.22996 -1.10637
50 H -3.30916 0.91568 -1.48503
51 H -3.88753 1.11417 0.68467
52 C -1.17131 0.53850 -1.38035

LUMO level = 0.2 eV
SMILES string = CCOCCCN(C)C1CCN(S(=O)(=O)c2csc(C(N)=O)c2)CC1
relative energy (zero: lowest compared OMol25 entry of this formula, charge and spin) = 317.7 kcal/mol
electronic energy = -1886.96914 a.u.


10 unconnected molecules or ions with the total composition C36H99ClN9O13 at a distorted geometry, computed with the ωB97M-V functional and the def2-TZVPD basis.

Positions of all 158 atoms, in Å:
1 H 1.54412 -3.21901 -1.92439
2 H 8.04137 4.34717 1.57226
3 H 4.28379 -2.02932 0.72484
4 O -1.84721 6.13390 0.73086
5 H -2.82870 -0.25490 0.98662
6 H -4.07346 3.03086 -0.75119
7 H -0.97398 -3.50817 -1.62145
8 C -3.21652 -0.21718 2.90484
9 H -3.78487 5.72087 1.11820
10 O -3.46385 -2.08771 -2.55587
11 H -2.60738 4.30025 1.10178
12 C -2.15695 0.57256 -7.41228
13 H 0.74492 0.44581 5.29939
14 C 0.85568 -1.12468 3.79317
15 H -0.48027 7.10262 2.00475
16 H 2.51471 -5.10410 3.75581
17 N 0.35546 -1.26108 2.41505
18 H -4.50395 -1.36131 -0.42857
19 H -1.30848 -4.46928 4.67946
20 H 0.42275 1.81111 -5.79226
21 O 6.28582 0.91439 -4.41396
22 H -0.95003 -5.08505 0.18245
23 C -4.28840 -1.33140 2.84009
24 C -3.60073 -2.96109 -3.62788
25 H -4.57684 1.24704 3.49411
26 H 4.21552 0.83811 -4.16549
27 H -2.03990 -3.06511 1.87755
28 C 3.73614 4.75856 1.28882
29 H -4.38773 1.27548 1.81037
30 H 3.19733 -0.89340 1.47117
31 C -4.41854 4.03163 -1.01095
32 H 6.80792 -0.76711 -5.48739
33 H 3.92052 5.74198 0.85641
34 C 3.98356 0.13856 -1.47655
35 C -0.08625 2.12127 -4.87966
36 H -1.78678 -4.51124 2.26551
37 H -1.34650 5.05039 -1.52621
38 H 4.43874 -1.71110 2.49896
39 H 4.98710 5.07176 3.08064
40 H -5.45825 -1.42840 -2.64865
41 H -4.24914 -4.57769 3.04182
42 H -1.14119 -0.37499 -4.39648
43 C -2.91410 5.24948 0.66249
44 H 5.09345 -0.70820 -3.90994
45 H 7.44314 0.84408 -6.02628
46 C 2.32560 4.73480 1.94660
47 H -0.88460 5.47954 2.38866
48 H 0.08849 -5.51264 4.38398
49 C 5.10474 0.36909 -3.74430
50 H 0.43262 1.87642 -3.95288
51 H -2.76995 -0.04940 -4.92632
52 H 2.20631 5.44992 2.76054
53 H -3.78452 -2.45887 -4.57766
54 H -3.20907 1.11479 -1.42658
55 N -3.30580 0.32032 -0.81049
56 H 4.66851 3.42410 2.78632
57 C 2.81701 -5.30287 2.72760
58 H 6.08938 0.30280 -1.90731
59 C 1.55440 -2.57510 -1.04497
60 N 1.66485 -5.41146 1.87277
61 C -0.70288 -3.21891 -0.60611
62 O 6.07141 4.38222 1.51159
63 H -3.42071 -5.12756 0.52941
64 H -5.27992 4.27183 -0.38772
65 C -5.72580 0.40291 -0.79746
66 H 1.55545 4.98275 1.21620
67 H 4.16231 -4.38946 1.22130
68 H 7.40819 5.15301 2.90496
69 H 1.94133 -5.71951 0.95148
70 N -2.09539 4.37272 -1.52234
71 C 3.68750 -4.08558 2.15421
72 C 4.83619 4.36592 2.26387
73 N 3.72712 3.84294 0.16769
74 H -3.05378 1.97460 2.78949
75 C -0.22946 -4.55885 4.80505
76 H -1.06285 -2.20047 -0.46012
77 H 4.24418 -6.76989 3.58147
78 H -6.63198 -0.19607 -0.70704
79 H -2.01909 0.21138 -8.43143
80 C -3.20481 5.03034 -0.85200
81 N -1.34591 -3.78242 1.72276
82 H -0.13329 3.20828 -4.81403
83 H 0.50193 -2.22277 5.65812
84 H -2.15995 2.31546 -5.41656
85 H -4.85437 -1.32827 1.90855
86 O 2.84836 -2.89200 1.95522
87 H -4.69788 3.96412 -2.06238
88 C -4.49961 -0.51368 -1.11385
89 H 5.83679 2.51727 -2.82048
90 H 0.05451 -4.46749 5.85343
91 H 1.27062 -1.61620 -1.47865
92 H -1.81984 0.61839 1.69698
93 O -3.73031 -2.58622 3.08429
94 N -2.24887 -0.28858 1.81292
95 H -0.60932 -0.97794 2.51053
96 H -5.65974 0.75150 0.23318
97 H 7.26114 3.33552 2.86604
98 H 3.01308 3.14289 0.30971
99 H -2.68135 -3.50912 -3.83407
100 H -1.76860 3.67303 -0.87139
101 C -3.80471 1.18701 2.72708
102 C -1.49056 -4.14573 0.29914
103 H 0.70298 -0.50287 1.84544
104 C -1.31087 6.39713 1.98314
105 N 5.17225 2.22493 -2.11832
106 H -5.63992 -3.54883 3.44994
107 H -4.44178 -3.63416 -3.46141
108 N -2.01628 1.98337 -3.41830
109 H 3.98822 -6.99107 1.91430
110 H -2.45777 -0.19403 -1.00127
111 Cl 0.38864 1.48606 -0.34631
112 H -0.88741 -2.16401 4.52456
113 H -5.10628 -3.51231 1.89418
114 H 3.24905 4.43962 -0.49225
115 H -5.04062 -1.14815 3.60735
116 C -4.43525 -1.07217 -2.52755
117 H -3.39679 5.99247 -1.32692
118 H 1.91881 -1.29980 3.95805
119 H -5.85091 1.32988 -1.35709
120 C 6.58391 0.28665 -5.65329
121 O 0.88494 2.45740 -1.28950
122 C 0.19308 -2.27634 4.61416
123 H 3.04410 0.44145 -1.93891
124 C -2.93747 -4.26704 0.06673
125 H -2.69535 -0.45619 3.83186
126 H -1.90154 2.96327 -3.20216
127 C 5.14898 0.72879 -2.25696
128 H 5.80799 0.33328 -6.41742
129 H -3.09917 -4.43655 -0.99780
130 H 1.15494 0.92316 3.62846
131 H 4.28078 2.39389 -2.56197
132 H -2.05680 6.80117 2.66758
133 C 3.46199 -6.70534 2.82509
134 O 0.46950 -3.53688 4.09500
135 O -1.44088 -0.19882 -6.47434
136 O -0.56870 2.01592 0.58511
137 H 2.71091 -7.45048 3.08729
138 H -1.26826 1.66165 -2.82077
139 O -0.19249 0.46196 -1.10680
140 H -4.31761 -0.21814 -3.19455
141 O 0.66243 -3.21700 -0.17789
142 H 4.49249 -3.93011 2.87249
143 O 1.46838 0.79903 0.42224
144 C 3.75746 -1.81044 1.65391
145 H -0.49751 0.59588 3.98736
146 H -3.23137 0.49138 -7.24757
147 C -1.55140 1.70902 -4.74573
148 H 4.11678 0.52797 -0.46724
149 H 4.12263 -0.93692 -1.36655
150 H 1.12082 -6.20291 2.18537
151 C 7.23197 4.26516 2.29769
152 H 2.60341 -2.49771 -0.75920
153 H -3.46374 -3.34363 0.30851
154 H 1.96450 3.76197 2.28023
155 H -1.85674 1.61705 -7.32855
156 C -1.72585 0.20167 -5.11324
157 C 0.51656 0.29032 4.24497
158 C -4.69889 -3.59473 2.90182

LUMO level = 2.4 eV
relative energy (zero: lowest compared OMol25 entry of this formula, charge and spin) = 71.9 kcal/mol
total charge = -1
electronic energy = -3361.64637 a.u.


2 unconnected molecules or ions with the total composition C5H14NOS at a distorted geometry, computed with the ωB97M-V functional and the def2-TZVPD basis.

Positions of all 22 atoms, in Å:
1 O 1.48083 -2.51392 -2.69556
2 H -0.29539 1.56688 -0.43434
3 H -0.95992 2.71794 3.82075
4 H 0.60541 -0.13141 2.75306
5 H -1.26283 0.21427 -0.86338
6 C -0.19984 -1.13680 1.07654
7 H -1.82764 1.13864 1.54278
8 H -1.14959 -1.27909 0.65294
9 H -0.36909 1.14217 4.31350
10 H 1.33721 -2.22215 -1.75729
11 H 1.13751 -1.20026 -0.74609
12 H -2.08325 1.23944 3.95519
13 H 1.63993 0.11594 0.19524
14 C -0.23007 0.53260 -0.90748
15 H 1.08047 -1.75445 -3.21347
16 C -1.09344 1.51915 3.64903
17 N -0.39280 -0.29153 2.37207
18 C -0.87363 1.08366 2.18705
19 C 0.69874 -0.42187 -0.11605
20 S 0.18634 0.70766 -2.72371
21 H 0.41079 -2.03577 1.40049
22 H -0.15272 1.85690 1.58553

LUMO level (spin up / spin down) = 0.8 / -2.3 eV
<S²> = 0.75
relative energy (zero: lowest compared OMol25 entry of this formula, charge and spin) = 39.5 kcal/mol
2S+1 = 2
electronic energy = -726.96472 a.u.


2 unconnected molecules or ions with the total composition C4H10N at a distorted geometry, computed with the ωB97M-V functional and the def2-TZVPD basis.

Positions of all 15 atoms, in Å:
1 N -1.71904 -1.65645 -0.88470
2 H 0.44607 1.52699 -0.68997
3 H -2.77318 -0.59863 -2.34653
4 H -2.52571 -2.10035 -0.47729
5 H -1.09846 0.01518 -1.82924
6 H 2.76209 -0.60860 1.86828
7 C -1.87099 -0.74900 -1.76751
8 C 2.30825 0.23956 1.35887
9 H 0.90159 2.27674 0.74270
10 H -0.82046 -1.67882 -0.39300
11 C 0.34398 1.40697 0.39579
12 C 1.08454 0.17255 0.84092
13 H 0.76547 -0.86031 0.70563
14 H 2.84946 1.13385 1.65169
15 H -0.65360 1.48032 0.82438

LUMO level = -6.1 eV
relative energy (zero: lowest compared OMol25 entry of this formula, charge and spin) = 61.4 kcal/mol
total charge = +1
electronic energy = -212.82244 a.u.


2 unconnected molecules or ions with the total composition C5H14OS at a distorted geometry, computed with the ωB97M-V functional and the def2-TZVPD basis.

Positions of all 21 atoms, in Å:
1 H 0.58488 -1.43980 -1.20001
2 H 1.09796 0.19665 2.17237
3 O -2.98867 2.67144 -3.57222
4 H -2.85377 3.18582 -4.37614
5 H 2.86391 0.56079 1.86609
6 H 2.51478 0.30317 -0.35667
7 S -0.84510 -0.99480 0.68169
8 C 0.53299 -0.58603 -0.50570
9 C -0.55216 -2.83589 0.64687
10 C 1.83163 -0.35423 0.20780
11 H 2.11724 2.49956 0.46550
12 H 0.41859 -2.97662 0.19332
13 H -0.66753 -3.30408 1.61858
14 C 1.51634 2.01971 1.25992
15 H 0.49572 2.23655 0.97875
16 H 0.21164 0.21051 -1.18914
17 C 1.85299 0.53400 1.46950
18 H -1.34045 -3.09465 -0.06747
19 H 2.32131 -1.32590 0.38334
20 H 1.70077 2.57146 2.19028
21 H -2.12704 2.33547 -3.32321

LUMO level = 0.7 eV
SMILES string = CCCCSC.O
relative energy (zero: lowest compared OMol25 entry of this formula, charge and spin) = 15.1 kcal/mol
electronic energy = -672.29562 a.u.